# 1
Formula: C26H35BBr31O8PS
Source: the OMol25 dataset
Level of theory: ωB97M-V/def2-TZVPD

```
103
Properties=species:S:1:pos:R:3:forces:R:3:lowdin_charge:R:1
C 0.7648 4.8593 -2.9410 0.27 0.01 -0.13 -1.550
H 1.6296 3.2594 0.1789 -1.04 -1.64 1.69 0.141
C -1.5114 0.0801 3.9413 2.04 -4.70 0.45 -0.258
Br 1.7730 -8.3692 0.1818 -0.13 0.04 -0.46 0.546
Br -6.6528 2.2766 4.8767 0.25 0.03 -0.23 0.559
Br 0.3540 5.6580 -4.6666 0.04 -0.23 0.52 0.544
H 1.0247 -2.0806 -8.1133 0.05 0.48 0.05 -0.018
C 3.9295 6.8114 -6.2938 0.11 0.01 -0.20 -1.596
Br -4.2278 1.2599 -8.9435 -0.35 -0.07 0.30 0.543
Br 4.7918 -4.3009 1.2401 -0.51 0.69 -1.13 0.265
Br -0.5961 -0.2327 -8.5444 0.51 -0.17 0.16 0.540
H 0.9931 0.0248 2.3337 0.33 -0.17 -2.34 0.154
H -0.0583 -1.5440 8.2347 -2.34 -0.58 -0.65 0.088
O 1.9787 -1.4872 -1.3948 -1.69 -0.76 1.76 -0.262
H 3.9831 -1.5754 -0.6609 -2.49 -0.25 0.30 0.163
C -5.6629 0.7042 -7.7535 -0.01 -0.26 0.02 -1.594
C 0.9846 2.5573 0.8822 -1.35 1.42 -0.03 -0.340
H 0.4656 -2.4170 1.3836 -0.52 1.99 -1.53 0.132
Br 2.5505 -0.4378 -9.2089 -0.33 -0.09 0.32 0.560
C -1.2658 -2.7727 3.6431 -0.01 3.32 3.44 -0.103
H -2.0747 -2.0485 0.9010 1.36 2.16 0.60 0.106
O 4.0248 1.5368 0.3972 1.23 -3.20 1.19 0.085
H -1.4950 0.8242 6.2680 0.20 -2.17 -1.63 0.081
B 3.9090 0.2646 1.1355 2.38 1.79 0.31 -0.380
Br -5.2450 1.0798 -5.8911 -0.19 0.05 -0.52 0.529
C 1.4293 -8.1994 -1.7253 0.18 0.17 -0.10 -1.605
C 3.1357 -4.3486 5.2704 0.27 -0.19 -0.42 -1.572
H -1.8451 -0.0939 0.9317 0.95 -2.34 0.68 0.120
Br 1.5333 -0.6179 -6.1565 0.04 0.09 -0.43 0.608
H 5.0119 1.7422 0.3537 -1.88 -0.22 0.35 0.136
Br -7.3744 1.4649 -8.2790 0.46 -0.14 0.13 0.556
C -1.2054 -2.9197 5.3048 -0.62 3.80 -1.86 -0.095
C -1.4145 -1.2575 2.9527 1.47 -0.40 3.49 -0.328
O 1.5779 2.5661 2.2296 -1.39 -0.45 0.17 -0.124
H -1.6003 1.1310 3.4145 0.54 -2.51 1.30 0.071
P 2.8543 -3.6763 0.1551 -1.98 -2.44 0.09 0.676
H 4.8637 7.1431 -6.7589 -0.43 -0.15 0.25 -0.024
H -1.8813 -1.1406 8.5379 1.20 -1.52 -1.32 0.083
H 2.6361 -1.2387 3.0799 0.34 -0.76 -1.66 0.102
H 5.5188 1.5360 3.3920 -1.67 -2.00 -0.08 0.119
Br 0.5566 2.9254 -2.9706 -0.06 0.46 0.01 0.630
Br 0.9684 -9.9082 -2.5326 0.07 0.40 0.23 0.551
Br -2.6856 -1.1754 -5.4987 0.15 -0.27 0.06 0.494
C 4.9130 0.5110 3.3567 1.00 0.28 1.29 -0.093
C -4.9242 2.2745 3.9843 -0.31 0.27 0.26 -1.524
Br -5.4325 -4.0787 2.4728 0.10 0.45 -0.16 0.569
Br -3.1373 10.9021 -2.6791 0.11 -0.48 0.12 0.556
C 2.6781 -0.8203 1.0487 -0.90 -0.23 1.09 -0.260
Br 1.4702 -3.9296 4.3567 0.90 -0.15 0.45 0.682
C -1.2792 -1.5945 6.2964 -0.45 -0.18 -4.09 -0.154
C -1.1695 -1.8412 7.9275 1.19 0.37 -0.62 -0.109
H 2.3635 -7.8677 -2.1903 -0.42 -0.14 0.24 -0.023
Br -3.2530 7.8100 -3.5788 0.15 0.34 0.37 0.542
H 0.8541 2.5797 2.9495 1.51 -0.06 -2.08 0.112
H 5.4228 -0.1658 4.1964 -1.10 1.15 -2.11 0.115
O 2.8499 -1.7306 2.2299 -0.69 1.38 -0.36 -0.185
H 3.7954 0.6372 3.6795 1.98 0.06 -0.70 0.102
Br 3.1263 -6.1510 6.0021 -0.04 0.47 -0.13 0.563
H -1.2757 -2.9908 8.2283 -0.08 2.67 -0.91 0.095
O 5.0675 -0.0898 2.0229 -2.75 1.33 -0.53 -0.097
H -1.3834 2.5635 1.1747 1.86 1.40 -0.32 0.073
Br 3.4686 5.1025 -7.1011 0.09 0.44 0.25 0.549
Br -3.7215 0.9450 4.7394 -2.26 1.76 0.44 0.751
Br 4.2732 6.6415 -4.3867 -0.12 0.02 -0.39 0.548
Br -1.8097 -4.2465 -5.9299 -0.01 0.16 -0.14 0.529
H -0.5173 4.0568 1.9739 0.36 -1.53 -2.03 0.099
C 0.8474 1.0732 0.1946 -0.42 0.20 -0.17 -0.114
C -5.4502 -2.2262 1.8793 -0.55 0.37 0.00 -1.518
Br 2.5927 8.1737 -6.6699 0.31 -0.35 0.12 0.543
Br -5.6674 -2.0859 -0.0488 0.13 -0.06 0.41 0.570
C -0.4872 3.3284 1.0308 -0.46 -0.13 -0.14 -0.096
H -6.3261 -1.7528 2.3351 0.30 -0.28 -0.23 -0.020
C 2.8771 -1.8044 -0.2745 3.28 1.48 -0.23 -0.401
C -1.4508 -0.1257 5.5710 1.15 -3.09 -1.03 -0.172
H -0.2875 0.9764 -0.1565 2.56 0.18 0.62 0.109
S 0.3409 -1.7722 -1.0182 -4.30 -0.89 -2.43 0.791
H -0.7155 3.9841 0.0755 0.40 -1.77 2.24 -0.045
H 1.8209 5.0641 -2.7371 -0.46 -0.06 -0.11 -0.039
O -0.5457 -0.9021 -1.9503 4.83 0.43 6.08 -0.548
H -1.0785 -3.9723 5.8100 -0.36 2.32 -1.25 0.082
H -0.4146 -2.2060 -5.5876 -0.54 -0.20 0.18 -0.127
O 2.8592 -4.6763 -1.2906 0.10 2.47 0.77 -0.415
H -1.4436 9.0867 -2.4284 -0.49 -0.02 0.07 -0.027
H -5.7536 -0.3830 -7.8479 0.06 0.49 0.05 -0.019
C -1.4215 -1.1407 1.2844 0.85 -0.89 0.47 -0.231
Br -0.2601 5.6757 -1.5031 0.26 0.28 -0.75 0.630
Br -2.8982 8.5706 -0.4674 0.05 0.11 -0.44 0.534
Br -1.0051 -2.7075 -3.2155 -2.15 -2.94 -6.30 0.903
Br 0.0925 -6.8371 -2.1014 0.31 -0.33 0.10 0.581
H 3.9308 -4.3129 4.5184 -0.31 0.00 0.33 -0.045
Br 3.5731 -3.0207 6.6230 -0.18 -0.28 -0.30 0.548
C 1.1738 -0.1867 1.1897 -0.52 -0.97 -0.88 -0.149
H 2.1458 -4.3958 -1.9359 0.83 -0.25 1.14 0.036
C -1.3488 -2.5377 -5.1226 -0.05 -0.12 0.12 -1.538
Br -3.8875 -1.2509 2.5046 -2.67 -1.31 -0.32 0.736
H 1.5267 1.0138 -0.7855 -1.50 0.13 2.30 0.112
C 0.1208 -1.4297 0.8102 1.09 0.57 2.01 -0.261
O -0.1129 -3.2618 -1.2740 3.32 4.12 3.41 -0.626
C 1.1155 -0.9935 -8.0189 -0.12 -0.20 -0.15 -1.583
C -2.5317 9.0916 -2.3055 0.24 -0.04 -0.12 -1.611
Br -5.1045 2.0761 2.0576 0.01 0.15 0.39 0.557
H -1.1816 -3.7681 3.0309 -0.33 2.26 1.04 0.099
H -4.4704 3.2548 4.1638 -0.24 -0.42 -0.11 -0.020
```
Positions in Å, forces in eV/Å.

Summary:
- Largest force on an atom: 7.77 eV/A
- Energy above the lowest of the compared OMol25 structures with the same formula, charge and spin: 1549.1 kJ/mol
- HOMO level: -8.4 eV
- LUMO: -1.177 eV
- Electronic energy: -2236007.295 eV

---

# 2
Formula: C26H35BrCl2N2O4SeSiY
Source: the OMol25 dataset
Level of theory: ωB97M-V/def2-TZVPD

```
73
Properties=species:S:1:pos:R:3:forces:R:3:lowdin_charge:R:1
C 2.4126 2.0248 0.6601 0.02 0.04 -0.06 -0.122
H 4.1781 -1.9238 1.2669 0.00 -0.01 0.00 0.026
Br -5.8772 1.7950 -5.0482 -0.01 0.00 0.00 0.759
H 4.8413 -0.9607 2.5862 0.01 0.01 0.01 0.039
H 1.7527 -3.2528 4.4806 -0.01 0.01 0.00 0.030
H 3.4694 -2.8754 4.6641 0.01 -0.01 0.00 0.036
Si 2.4298 -1.4195 2.9583 0.01 0.00 0.01 0.113
C -2.6556 1.5995 -2.4204 0.02 -0.01 0.01 -0.160
H 2.5486 1.3307 -2.2233 -0.01 0.00 0.00 0.092
C -1.3605 -3.0313 -1.0981 -0.06 0.02 0.14 -0.182
H 2.3684 -2.3657 -0.5664 0.02 0.04 0.02 0.075
C -2.0608 3.1572 1.6135 0.00 -0.01 -0.05 -0.028
C 2.0425 3.6045 2.4032 -0.01 -0.02 0.02 0.013
H 3.0926 1.4072 0.0859 -0.02 0.01 0.00 0.094
C -3.2242 0.7402 -5.0031 -0.01 0.01 0.00 -0.102
C 1.7327 -2.5286 -2.6061 -0.03 -0.01 -0.10 -0.143
H -3.1190 3.0435 1.4147 -0.01 -0.01 -0.01 0.116
O 2.2882 -0.5209 -1.3957 0.07 0.10 -0.02 -0.344
H 2.0093 -2.1935 -3.6087 -0.01 -0.03 -0.01 0.134
H -3.4541 0.4108 -6.0078 0.00 0.00 0.00 0.108
H -2.2277 -3.6914 -1.0630 -0.01 0.02 -0.07 0.137
H -4.6300 2.4674 -2.4575 -0.01 0.00 0.00 0.115
H 0.0053 4.7506 3.7907 0.00 0.00 0.01 0.123
C -1.6641 0.8818 -3.1444 -0.05 0.07 -0.05 -0.361
H -2.9979 3.0015 -0.8261 0.00 -0.01 0.01 0.142
C -2.6848 -1.7227 2.9997 0.01 0.00 -0.04 -0.982
O -0.4916 0.6158 -2.6501 0.17 -0.30 0.46 -0.189
O -1.7688 -1.6797 -0.7977 -0.12 -0.12 0.00 -0.369
C 3.9713 -1.0875 1.9376 -0.03 0.06 0.00 -0.208
C -1.6456 3.9516 2.7013 0.01 0.01 0.01 -0.043
H 3.9282 0.2164 -2.4276 0.00 0.00 0.00 0.108
C 2.9219 2.9071 1.6281 -0.01 -0.05 0.01 -0.027
Se 0.6302 -1.7266 1.6164 -0.11 0.01 -0.12 0.358
C 0.2415 2.6219 1.1336 -0.08 -0.01 0.07 -0.153
C -2.3855 2.1465 -1.1211 0.24 0.07 0.00 -0.051
H 3.8672 -0.1836 1.3318 0.02 -0.09 0.06 -0.003
Cl -2.8742 -0.1828 2.1359 -0.01 0.06 0.02 0.559
H -3.2887 -1.4672 -2.2141 0.00 0.00 0.00 0.105
C -4.1911 1.4454 -4.2734 0.03 0.00 0.02 -0.699
C 2.8412 0.3049 -2.4350 -0.04 -0.04 -0.01 -0.047
H -1.6224 -1.8638 3.1669 -0.01 0.00 0.01 -0.057
N 1.1314 1.8829 0.4009 0.00 -0.15 0.06 0.042
C 2.0939 0.0066 4.1234 0.04 -0.05 -0.02 -0.210
H 1.1832 -0.1756 4.6968 0.00 -0.02 0.00 0.033
C -3.8986 1.8937 -3.0139 -0.01 -0.02 -0.03 -0.082
C 2.6057 -1.9232 -1.5336 0.05 0.16 0.05 -0.167
H -3.2622 -1.6639 3.9139 0.00 -0.01 -0.01 0.031
C -1.9890 0.4844 -4.4608 -0.03 0.01 0.01 -0.003
H 3.6715 -2.0400 -1.7403 -0.01 0.02 -0.07 0.144
C 2.6622 -2.9924 3.9371 0.02 0.03 -0.02 -0.229
C 0.6536 3.4593 2.1882 0.03 0.03 -0.03 -0.141
H -0.6640 -3.3232 -0.3107 -0.03 -0.01 0.01 0.078
H -3.3854 -0.4287 -0.7718 0.00 -0.01 0.00 0.065
H 2.4411 0.0265 -3.4092 0.00 0.00 -0.01 0.099
H 1.8069 -3.6175 -2.5729 0.02 0.00 0.03 0.141
H 3.9903 2.9873 1.7657 0.01 0.00 0.00 0.119
H 1.9607 0.9385 3.5754 -0.02 0.08 -0.04 0.000
H -1.3336 -2.6876 -3.2322 0.01 -0.02 -0.01 0.137
H -2.3933 4.4365 3.3136 0.00 0.00 0.00 0.117
H 2.3912 4.2633 3.1886 0.00 0.01 0.00 0.131
N -1.4366 1.7574 -0.3335 -0.24 -0.13 0.05 0.004
Cl -3.2773 -3.0904 2.0487 0.00 -0.03 0.03 0.561
H -3.7747 -2.1497 -0.6235 0.00 0.01 -0.01 0.074
C -0.3194 4.1211 2.9728 -0.02 0.01 0.00 -0.011
C -0.6688 -3.0303 -2.4353 -0.01 0.06 -0.09 -0.130
O 0.4066 -2.0930 -2.3223 -0.01 -0.02 0.35 -0.224
C -3.1436 -1.4227 -1.1328 0.00 0.01 -0.01 -0.067
Y 0.0393 -0.1408 -0.6311 0.13 0.23 -0.66 1.377
H 2.9120 -3.8298 3.2838 -0.01 0.00 -0.01 0.030
H -0.2982 -4.0251 -2.6878 0.01 0.00 0.03 0.140
C -1.1423 2.5259 0.8190 0.05 0.00 0.06 -0.232
H 2.9189 0.1385 4.8281 0.01 0.00 0.00 0.039
H -1.2305 -0.0349 -5.0321 0.00 -0.01 0.00 0.121
```
Positions in Å, forces in eV/Å.

Summary:
- Largest force on an atom: 0.71 eV/A
- Energy above the lowest of the compared OMol25 structures with the same formula, charge and spin: 45.7 kJ/mol
- HOMO level: -10.4 eV
- LUMO: -3.204 eV
- Total charge: +1
- Electronic energy: -208055.527 eV

---

# 3
Formula: C26H35BrF6N7O6RbS2
Source: the OMol25 dataset
Level of theory: ωB97M-V/def2-TZVPD

```
84
Properties=species:S:1:pos:R:3:forces:R:3:lowdin_charge:R:1
H 1.1336 -2.4017 4.8053 0.04 -0.03 0.01 0.119
H -2.7052 -1.7620 -5.2166 0.00 -0.01 -0.02 0.099
C -1.6796 -2.7531 1.3719 0.03 -0.08 0.15 -0.226
N -1.0127 1.5938 1.5934 -0.03 0.18 -0.25 -0.117
C -4.0928 4.6920 -3.7907 0.01 0.09 0.08 -0.090
H 0.9777 -4.0171 3.2189 0.08 -0.01 -0.06 0.114
C 1.0983 2.0847 3.9006 -0.21 0.04 0.05 -0.212
H -1.3292 -2.9470 3.4936 -0.02 -0.08 0.05 0.108
C 1.1392 -0.2705 4.5799 -0.13 -0.07 -0.04 -0.214
S 4.5493 1.2719 1.0042 0.76 -0.45 0.76 0.579
H 2.6269 -1.7626 4.1220 0.00 -0.04 0.00 0.110
C -1.7711 -0.7508 -3.5423 0.08 -0.11 0.03 -0.062
N -1.4288 -1.3209 1.2670 -0.25 0.06 -0.31 -0.081
F 5.8974 1.0530 -2.9338 -0.08 -0.07 -0.03 0.151
O 3.1473 1.5202 1.2502 1.19 1.24 0.77 -0.545
Rb 1.3688 0.1107 0.5829 -3.14 -0.92 -0.02 1.174
F 4.6177 0.2877 3.4434 -0.02 0.02 -0.08 0.136
H -5.3127 4.9066 -5.5452 0.01 0.00 0.00 0.102
H 1.1755 -4.1331 -0.9917 0.00 0.02 0.01 0.099
C -2.0512 -0.5403 2.3269 0.07 0.04 -0.05 -0.219
H 2.3635 -2.9090 -0.4689 -0.02 0.00 0.01 0.093
Br -1.6340 -4.4842 -5.3463 0.03 0.08 0.06 0.745
H 0.0980 -0.2808 4.9199 0.00 0.00 -0.01 0.110
C -0.4057 -3.1491 -3.1571 0.08 -0.01 0.07 -0.045
H -4.9262 2.5965 -6.3559 -0.01 0.02 0.01 0.110
C 1.5323 -1.6700 4.1005 -0.05 0.18 -0.02 -0.196
H 1.6064 -1.6135 2.0619 0.08 -0.52 0.46 -0.010
C -1.9988 -1.8338 -4.4023 0.07 -0.01 0.07 -0.082
H -1.1807 0.9027 -1.9097 -0.03 0.02 0.04 0.070
C -0.3392 2.5931 3.7685 0.14 -0.05 -0.18 -0.168
H -2.7659 1.4219 2.7292 -0.05 0.06 -0.06 0.116
H -1.7798 -0.9959 0.3706 0.00 -0.05 0.02 0.091
C 4.9428 -0.0984 2.2052 0.01 -0.03 -0.17 -0.649
C 1.6347 -3.1702 -1.2332 0.03 -0.03 -0.02 -0.063
H 1.4262 2.2363 4.9398 0.07 0.00 -0.03 0.114
S 3.7202 0.7507 -1.4685 0.66 -0.09 -0.97 0.561
H -2.9464 0.9270 1.0471 -0.01 0.07 0.00 0.122
H -2.7587 -2.9718 1.4473 0.01 0.02 -0.03 0.113
F 5.0596 -0.9547 -2.9285 0.05 0.20 -0.08 0.134
H -0.9427 1.7592 0.5998 -0.20 0.15 -0.04 0.074
H -4.2830 5.7079 -3.4702 0.01 -0.01 0.00 0.102
H -3.0308 -0.9604 2.6129 0.02 0.00 0.05 0.121
H -1.3948 -0.5618 3.2007 -0.02 -0.01 0.02 0.094
C -4.6819 4.2362 -4.9768 -0.01 -0.06 -0.06 -0.091
C -3.6556 2.1356 -4.6674 0.09 0.16 0.23 -0.181
C -3.2782 3.8801 -3.0265 0.03 -0.03 0.01 -0.008
O 5.4818 2.2985 1.3199 0.15 0.09 -0.12 -0.232
H -1.0231 1.8898 4.2534 -0.03 0.04 0.05 0.105
O 0.6704 -2.1279 -1.2456 -0.03 -0.13 0.00 -0.153
O 2.6950 -0.2577 -1.4948 0.48 -0.39 -0.98 -0.456
H -1.2762 -4.4632 2.5923 -0.03 0.01 0.03 0.111
C -0.8763 -0.8787 -2.4756 -0.04 0.02 0.01 -0.180
C -0.7854 2.8343 2.3244 -0.01 -0.03 0.24 -0.226
C -2.4333 0.5311 -3.7494 -0.11 0.21 -0.06 -0.227
F 4.0970 0.6307 -4.0571 -0.04 -0.03 0.11 0.146
N 0.9854 -1.9456 2.7809 0.19 -0.22 0.16 -0.095
H 0.1137 -4.0882 -3.0376 0.01 0.02 0.04 0.105
H 2.1641 0.5920 3.0622 0.20 0.10 0.28 0.031
H 1.7621 -0.0057 5.4495 -0.04 0.02 0.02 0.118
C -0.1818 -2.0922 -2.2940 -0.11 0.03 -0.08 -0.206
H -1.3176 -3.2234 0.4521 0.00 0.00 -0.01 0.109
N 1.2573 0.6911 3.4989 0.37 0.08 0.18 -0.109
F 6.2263 -0.4251 2.1838 -0.09 0.00 -0.06 0.160
H 1.7430 2.6979 3.2664 0.03 -0.01 0.02 0.115
F 4.2153 -1.2055 1.9211 0.03 0.30 0.04 0.100
H 0.8719 -3.6040 1.5077 0.05 -0.02 0.01 0.103
N -3.2356 0.8287 -4.8134 0.00 -0.08 0.01 0.178
H -3.4572 0.2232 -5.5817 0.02 -0.05 -0.01 0.155
C -0.9830 -3.4099 2.5652 0.13 0.13 -0.17 -0.169
H -1.6859 3.4690 2.3399 0.02 0.00 -0.05 0.113
C -4.4745 2.9498 -5.4380 -0.02 -0.03 -0.05 -0.019
H 2.1487 -3.2381 -2.1941 -0.01 0.04 0.00 0.111
N 4.7909 0.4881 -0.3346 -0.09 0.36 0.00 -0.277
H -0.4143 3.5427 4.3055 -0.05 -0.03 0.04 0.112
H -2.8183 4.2325 -2.1127 -0.01 0.01 -0.01 0.113
N -2.3087 1.5557 -2.9351 0.10 -0.10 0.10 0.154
C -2.2622 0.9093 1.9049 0.10 -0.30 0.12 -0.202
H -0.0021 3.3974 1.8095 -0.02 0.00 -0.03 0.122
C -1.3195 -3.0065 -4.1956 -0.12 -0.06 -0.16 -0.675
C 4.7696 0.3518 -2.9416 0.07 -0.08 0.19 -0.669
C 0.5421 -3.3058 2.5066 -0.27 0.04 0.09 -0.208
C -3.0592 2.5808 -3.4760 -0.19 -0.03 -0.29 -0.201
O 3.2934 2.1098 -1.5956 -0.01 0.22 -0.11 -0.257
O -0.6436 0.1179 -1.6037 0.04 -0.02 0.02 -0.001
```
Positions in Å, forces in eV/Å.

Summary:
- Largest force on an atom: 3.27 eV/A
- Energy above the lowest of the compared OMol25 structures with the same formula, charge and spin: 104.3 kJ/mol
- HOMO level: -8.2 eV
- LUMO: -0.113 eV
- Electronic energy: -158919.381 eV